Computed, not measured: C13H27I2OP2W as an isolated structure at a distorted geometry, with ωB97M-V/def2-TZVPD.

Each line ends with the Mulliken spin population.
Geometry (Å):
I  0.104  -0.802  -3.772  -0.024
I  -0.860  -3.049  -3.211  -0.002
W  0.422  0.803  -0.292  1.676
P  -2.019  0.729  -0.464  -0.020
C  -2.401  2.599  -0.436  0.025
C  -3.236  0.271  -1.794  -0.006
H  -4.215  0.751  -1.607  -0.004
H  -3.933  0.520  1.036  0.004
H  -3.330  -0.822  -1.822  0.000
H  -2.728  -0.800  1.189  0.002
H  -1.938  3.089  -1.298  -0.003
H  -2.859  0.623  -2.764  -0.001
C  -2.861  0.286  1.080  0.019
H  -3.489  2.770  -0.574  -0.003
H  -2.402  0.836  1.923  -0.004
H  -2.031  3.038  0.517  -0.001
P  1.877  -0.911  0.241  -0.014
C  3.472  -0.126  0.920  0.028
C  1.479  -2.058  1.659  0.026
H  2.026  -2.870  -1.234  -0.001
H  3.657  -2.439  -0.551  0.000
H  2.974  -1.483  -1.877  0.000
C  2.712  -2.051  -0.974  0.033
H  0.574  -2.624  1.367  0.000
H  2.322  -2.744  1.866  0.003
H  4.307  -0.839  0.800  0.002
H  3.349  0.099  1.996  -0.001
H  1.307  -1.446  2.563  -0.001
H  3.705  0.796  0.354  -0.003
C  1.405  2.079  0.750  -0.083
O  2.228  2.934  1.002  -0.135
C  0.513  2.900  4.259  0.037
C  -0.664  3.342  3.459  0.073
C  -1.959  3.359  4.293  0.029
C  -0.448  4.609  2.743  0.025
C  -0.819  2.226  2.420  0.393
C  -0.047  1.899  1.344  -0.076
H  0.685  3.597  5.075  0.009
H  1.337  2.865  3.623  -0.002
H  0.327  1.926  4.749  0.001
H  -1.967  4.048  5.073  0.000
H  -2.712  3.606  3.646  -0.004
H  -2.075  2.410  4.754  -0.003
H  0.436  4.543  2.148  0.000
H  -1.285  4.954  2.123  -0.002
H  -0.291  5.425  3.451  0.006

Calculated values
* E_tot: -52535.1105 eV
* energy above the lowest of the compared OMol25 structures with the same formula, charge and spin: 82.4 kcal/mol
* net charge: +3
* frontier orbital gap (spin up / spin down): 0.173 / 0.181 Ha
* 2S+1: 3
* HOMO level (spin up / spin down): -18.08 / -18.09 eV


Computed, not measured: a 5-piece molecular cluster, C6H21NO4 overall at a distorted geometry, with ωB97M-V/def2-TZVPD.

Each line ends with the Mulliken charge.
Geometry (Å):
C  -1.688  1.609  2.596  -1.056
C  -1.012  0.743  1.864  0.064
C  -1.619  -0.038  0.711  -0.556
C  -0.445  -0.690  -0.093  -0.698
N  -0.489  -0.401  -1.520  -0.225
C  0.544  -1.123  -2.264  -0.587
C  2.044  -0.960  -1.828  -1.021
H  -1.205  2.203  3.363  0.276
H  -2.740  1.873  2.538  0.329
H  0.052  0.804  2.035  0.204
H  -2.234  0.666  0.147  0.321
H  -2.352  -0.772  1.036  0.333
H  -0.479  -1.776  -0.027  0.585
H  0.438  -0.292  0.375  0.192
H  -0.514  0.559  -1.825  0.267
H  0.414  -0.835  -3.307  0.513
H  0.356  -2.201  -2.256  0.271
H  2.482  -1.933  -2.037  0.284
H  2.462  -0.230  -2.519  0.312
H  2.172  -0.663  -0.796  0.219
O  2.964  -2.760  0.986  -0.652
H  3.146  -1.907  1.393  0.342
H  2.367  -2.506  0.271  0.304
O  1.905  2.434  1.395  -0.582
H  2.802  2.698  1.211  0.289
H  1.263  3.022  1.020  0.340
O  -2.966  -2.596  -0.676  -0.647
H  -3.062  -2.509  -1.619  0.310
H  -2.028  -2.587  -0.586  0.324
O  -0.585  3.614  0.356  -0.675
H  -1.534  3.603  0.396  0.318
H  -0.459  2.952  -0.339  0.304

Calculated values
* E_tot: -16240.9909 eV
* SMILES: C=CCCNCC.O.O.O.O
* energy above the lowest of the compared OMol25 structures with the same formula, charge and spin: 52.0 kcal/mol
* frontier orbital gap: 0.346 Ha
* HOMO level: -9.05 eV


Computed, not measured: C28H26IIrN5O6 as an isolated structure, with ωB97M-V/def2-TZVPD.

Each line ends with the Mulliken spin population.
Geometry (Å):
Ir  0.136  -0.364  0.582  0.080
N  0.369  0.893  2.325  -0.004
C  -0.689  1.848  2.751  0.001
C  -1.171  2.752  1.622  -0.002
C  -1.994  1.994  0.623  0.000
O  -3.166  1.974  0.459  0.000
O  -1.156  1.220  -0.198  -0.009
H  0.570  0.303  3.128  0.000
H  1.249  1.391  2.173  0.001
H  -0.305  2.467  3.562  0.000
H  -1.527  1.278  3.145  0.000
H  -0.331  3.220  1.105  0.000
H  -1.803  3.533  2.039  0.000
O  1.135  -3.450  -5.257  0.004
C  0.112  -2.508  -5.020  0.004
C  -0.043  -2.372  -3.525  0.008
C  -1.229  -1.998  -2.962  0.313
C  -1.253  -2.012  -1.466  -0.078
N  -0.004  -1.564  -0.948  0.245
C  1.090  -2.155  -1.388  0.123
C  1.088  -2.650  -2.694  0.223
C  2.099  -2.228  -0.310  -0.005
C  3.293  -2.907  -0.384  -0.017
C  4.054  -3.079  0.769  0.005
C  5.360  -3.816  0.728  -0.001
O  5.617  -4.195  -0.601  0.000
C  3.565  -2.560  1.962  -0.011
C  2.376  -1.863  1.969  0.001
N  1.647  -1.694  0.864  -0.009
H  1.275  -3.546  -6.205  -0.001
H  -0.839  -2.819  -5.460  -0.003
H  0.371  -1.525  -5.429  0.000
H  -2.128  -1.861  -3.548  -0.011
H  -1.263  -3.109  -1.260  0.108
H  1.951  -3.139  -3.122  -0.007
H  3.634  -3.321  -1.322  0.000
H  5.287  -4.683  1.395  0.000
H  6.141  -3.158  1.126  0.000
H  6.438  -4.696  -0.645  0.000
H  4.111  -2.674  2.888  0.000
H  1.998  -1.417  2.877  -0.001
I  -1.959  -1.513  3.713  0.000
C  -2.715  -1.376  1.779  -0.002
C  -4.090  -1.426  1.587  0.001
C  -4.569  -1.506  0.295  0.000
C  -3.679  -1.629  -0.765  0.006
C  -2.332  -1.580  -0.495  0.018
N  -1.849  -1.366  0.762  0.001
H  -4.761  -1.411  2.433  0.000
H  -5.636  -1.526  0.112  0.000
H  -4.037  -1.798  -1.771  0.002
H  -1.661  0.928  -0.993  0.004
O  3.100  0.997  1.445  0.002
C  2.791  1.151  0.278  -0.001
N  1.587  0.720  -0.266  -0.004
C  1.506  1.077  -1.620  0.002
O  0.566  0.826  -2.343  0.016
C  2.772  1.786  -1.953  -0.002
C  3.195  2.354  -3.135  -0.003
C  4.450  2.962  -3.132  0.001
C  5.234  2.995  -1.983  -0.001
C  4.793  2.423  -0.791  0.002
C  3.553  1.821  -0.807  0.000
H  2.578  2.332  -4.023  0.000
H  4.822  3.420  -4.039  0.000
H  6.201  3.478  -2.018  0.000
H  5.394  2.452  0.108  0.000

Calculated values
* E_tot: -60120.6464 eV
* energy above the lowest of the compared OMol25 structures with the same formula, charge and spin: 7.8 kcal/mol
* net charge: +2
* frontier orbital gap (spin up / spin down): 0.286 / 0.245 Ha
* 2S+1: 2
* HOMO level (spin up / spin down): -13.90 / -14.12 eV


Computed, not measured: one molecule with the formula C24H33F6NO2 at a distorted geometry, with ωB97M-V/def2-TZVPD.

Each line ends with the Mulliken charge.
Geometry (Å):
C  3.752  -2.780  0.764  -0.702
C  2.827  -2.934  2.129  0.360
C  3.140  -2.223  3.575  -0.818
C  1.558  -3.764  2.059  -0.871
C  0.161  -2.857  1.901  0.151
C  -0.660  -3.514  0.644  -1.111
C  -1.152  -2.390  -0.490  1.238
C  -1.866  -3.301  -1.695  -1.229
C  -2.351  -1.390  0.111  -0.715
C  -2.766  -0.193  -0.927  -0.915
C  -1.739  1.095  -0.945  1.730
C  -0.610  1.090  0.243  0.222
C  0.402  2.417  0.197  -0.715
C  1.978  2.049  0.453  -0.396
C  2.956  3.000  -0.516  0.687
F  3.177  2.318  -1.821  -0.265
F  2.355  4.369  -0.730  -0.302
C  4.428  3.297  0.202  0.517
F  5.345  3.724  -0.888  -0.241
F  5.000  2.114  0.893  -0.215
F  4.285  4.489  1.109  -0.240
O  -2.576  2.304  -1.010  -0.365
C  -2.972  2.789  0.320  0.524
O  -2.390  3.938  0.738  -0.539
C  -4.074  2.114  1.328  -0.365
C  -3.694  2.370  2.936  -0.334
F  -2.719  1.303  3.348  -0.305
C  -0.921  1.013  -2.378  -0.382
C  -1.518  1.597  -3.776  -0.661
C  -0.673  1.440  -5.128  -0.185
N  0.672  0.863  -5.404  -0.489
C  1.173  0.344  -4.101  -0.429
C  0.532  0.325  -2.633  0.211
H  4.870  -2.503  1.007  0.291
H  3.656  -3.767  0.102  0.305
H  3.231  -1.928  0.110  0.027
H  2.099  -2.097  4.122  0.260
H  3.829  -2.882  4.254  0.285
H  3.545  -1.143  3.363  0.214
H  1.553  -4.940  2.066  0.310
H  -0.450  -3.003  2.904  0.319
H  0.398  -1.732  1.656  -0.053
H  -1.559  -4.172  1.027  0.181
H  0.067  -4.270  0.075  0.477
H  -0.243  -1.781  -0.932  -0.532
H  -1.712  -2.842  -2.765  0.303
H  -1.334  -4.354  -1.704  0.414
H  -3.013  -3.520  -1.449  0.241
H  -3.306  -2.102  0.195  0.461
H  -2.133  -1.036  1.214  0.141
H  -2.749  -0.675  -2.019  0.304
H  -3.880  0.204  -0.795  0.449
H  0.128  0.154  0.179  -0.520
H  -1.067  1.028  1.344  0.342
H  0.183  3.016  -0.784  0.368
H  0.068  3.132  1.093  0.338
H  2.247  0.913  0.373  0.026
H  2.264  2.375  1.565  0.445
H  -4.206  0.956  1.224  0.167
H  -5.134  2.628  1.164  0.377
H  -4.684  2.203  3.573  0.284
H  -3.317  3.458  3.149  0.278
H  -2.569  2.129  -3.788  0.247
H  -1.209  1.863  -6.110  0.276
H  2.259  -0.150  -4.183  0.279
H  1.108  -0.181  -1.738  -0.154

Calculated values
* E_tot: -47293.5347 eV
* SMILES: CC(C)=CCC[C@@H](C)CC[C@](CCCC(F)(F)C(F)(F)F)(OC(=O)CCF)c1ccncc1
* frontier orbital gap: 0.252 Ha
* HOMO level: -7.10 eV


Question: E_tot of number 2 (C6H21NO4)?
Answer: -16240.9909 eV